## A
Computed, not measured: a cluster of 4 separate species, C4H14O4 in total, with wB97M-V/def2-TZVPD.

Atoms and positions in Å:
C -0.1302 1.1423 -0.5066
C -0.2337 0.3852 0.7458
C -1.3998 0.1568 -0.6496
C -0.7787 0.9135 2.1555
O 0.6998 0.7109 -1.5501
H -0.2009 2.2181 -0.4314
H 0.3662 -0.5061 0.9429
H -1.1817 -0.9190 -0.7150
H -1.6865 0.4184 -1.7179
H -2.3067 0.5493 -0.1697
H -0.8506 2.0025 2.2702
H -0.1225 0.6308 2.9532
H -1.7299 0.4136 2.4232
H -0.2561 -2.4899 -0.2330
H -0.6195 -3.7698 0.4443
O -1.0454 -2.9192 0.2129
H 2.1608 1.6358 -0.8767
H 3.6765 1.8889 -0.5934
O 2.7783 2.0822 -0.2829
H 1.2484 -2.1796 -1.8724
H 0.7330 -0.6752 -1.4365
O 0.8794 -1.6898 -1.1127

* highest occupied orbital energy: -9.311 eV
* charge: 0
* lowest unoccupied orbital energy: -0.42 eV

***

## B
Computed, not measured: a cluster of 4 separate species, C4H14O4 in total, with wB97M-V/def2-TZVPD.

Atoms and positions in Å:
C -0.2892 -1.3103 -0.5184
C 1.0255 -1.1246 0.3306
C 2.2636 -1.5266 -0.4951
C 0.9748 -1.9324 1.6707
O 0.1534 -1.5860 2.4771
H 0.0158 -1.2752 -1.5660
H -0.9912 -0.4969 -0.3976
H -0.6070 -2.3216 -0.2717
H 1.1367 -0.1148 0.7243
H 1.9579 -1.9215 -1.4760
H 2.7659 -2.4015 -0.0586
H 2.8911 -0.6843 -0.7754
H 1.8053 -2.6254 1.9475
O -1.3054 2.6529 -1.7111
H -0.7824 3.4482 -1.8629
H -0.9441 2.0522 -2.3554
O -3.0802 0.9948 0.7227
H -3.2723 0.8759 -0.2283
H -2.9477 1.9658 0.7167
O -0.1230 2.7177 1.2409
H -0.7185 2.0206 1.5622
H 0.0711 2.5930 0.3240

* highest occupied orbital energy: -9.617 eV
* charge: 0
* SMILES: CC(C)C=O.O.O.O
* lowest unoccupied orbital energy: 0.19 eV

***

Which of them is least stable? Easy: A.

***

## A
Computed, not measured: a cluster of 5 separate species, C4H14O4 in total, with wB97M-V/def2-TZVPD.

Atoms and positions in Å:
C 0.8461 0.9176 -1.9266
C 0.1429 1.4536 1.5004
C 0.0876 0.4504 2.5145
O -0.6778 -0.7403 2.1101
C 0.7807 0.6139 -3.2133
O -1.7768 0.1517 -0.3601
H 0.4118 0.2491 -1.1781
H 0.9079 1.9254 -1.5194
H -0.7860 1.9428 1.2163
H 0.9829 2.1417 1.5338
H -0.4405 0.6711 3.4587
H 1.0417 0.0231 2.8471
H -0.9368 -0.4659 1.2020
H 0.4545 1.2656 -4.0170
H 0.8795 -0.4302 -3.4938
H -2.6305 0.0664 0.0746
H -1.0502 -3.0265 -0.5503
H -1.5207 -0.8224 -0.6290
O -0.8444 -2.1063 -0.7517
H 1.0322 -2.0211 0.0513
H 1.3638 -0.6920 0.6089
O 1.7322 -1.5678 0.5218

* highest occupied orbital energy: -8.472 eV
* charge: 0
* lowest unoccupied orbital energy: -4.61 eV

***

## B
Computed, not measured: a cluster of 3 separate species, C4H14O4 in total, with wB97M-V/def2-TZVPD.

Atoms and positions in Å:
O -1.5993 0.7241 0.0065
C -1.1171 1.7832 -0.9409
C 0.3225 1.5315 -1.0380
C 0.8107 0.2003 -1.6676
C 1.0098 -0.8953 -0.6266
O -0.1415 -1.6579 -0.3678
H -1.3897 -0.1164 -0.3041
H -1.6054 1.5795 -1.8951
H -1.4873 2.5883 -0.3660
H 0.8228 2.4192 -1.5496
H 0.6934 1.4898 0.0535
H 1.7813 0.2797 -2.2636
H 0.2198 -0.2678 -2.5013
H 0.9317 -0.4278 0.4445
H 1.8914 -1.6246 -0.9743
H -0.4309 -2.1439 -1.1227
O -0.4884 -2.0392 2.2001
H 0.0431 -2.7768 2.4485
H -0.4225 -2.0892 1.2632
O 0.2981 0.6285 3.2393
H -0.5600 0.9495 3.2117
H 0.4176 -0.1346 2.7505

* highest occupied orbital energy: -10.145 eV
* charge: 0
* SMILES: OCCCCO.O.O
* lowest unoccupied orbital energy: 0.36 eV

***

Which of them is least stable? Easy: A.

***

## A
Computed, not measured: the ion C6H11N2O2 with charge +1, with wB97M-V/def2-TZVPD.

Atoms and positions in Å:
C 1.8007 -0.5783 0.6078
N 0.6676 -0.2066 -0.3356
C 1.0671 1.0703 -0.9983
C 0.3072 -1.1972 -1.2910
C -0.6006 0.1127 0.4742
C -1.0261 -0.3871 1.6824
O -2.2937 -0.0406 2.0315
N -2.6824 0.8951 1.0662
C -1.7124 0.9988 0.0658
O -1.8699 1.5713 -0.9796
H 2.6104 -1.0556 0.1287
H 2.1883 0.3180 1.0750
H 1.5372 -1.3537 1.2501
H 0.9716 1.8752 -0.3550
H 2.0467 0.9949 -1.2404
H 0.5018 1.2406 -1.8441
H 1.0774 -1.2854 -1.9592
H -0.0783 -2.0808 -0.7459
H -0.5323 -0.9709 -1.8524
H -0.3531 -0.8225 2.4010
H -3.6273 0.9017 0.8188

* highest occupied orbital energy: -13.757 eV
* charge: +1
* SMILES: C[N+](C)(C)c1co[nH]c1=O
* lowest unoccupied orbital energy: -3.46 eV

***

## B
Computed, not measured: the ion C6H11N2O2 with charge +1, with wB97M-V/def2-TZVPD.

Atoms and positions in Å:
C -2.3726 1.5696 -0.1126
C -1.1862 0.7488 -0.0242
C 0.1171 1.1014 -0.0060
C 0.9748 -0.1212 -0.0388
C 1.7199 -0.3818 -1.4023
C 1.8148 -0.2430 1.2481
N -0.1048 -1.1503 0.0794
O -0.0178 -2.3567 0.2734
N -1.2791 -0.5952 0.1668
O -2.3301 -1.3297 0.3640
H -2.2043 2.5424 0.2775
H -3.1772 1.2366 0.4166
H -2.5562 1.8847 -1.1594
H 0.5999 2.0598 -0.1457
H 1.0720 -0.8893 -2.1199
H 2.4638 -1.1333 -1.2059
H 2.3179 0.4730 -1.6318
H 1.9493 -1.2546 1.4274
H 1.3253 0.1465 2.1074
H 2.9611 0.0614 1.0920
H -2.0876 -2.3690 0.3940

* highest occupied orbital energy (spin up / spin down): -13.705 / -13.705 eV
* charge: +1
* SMILES: CC1=CC(C)(C)[N+](=O)N1O
* lowest unoccupied orbital energy (spin up / spin down): -5.31 / -5.31 eV

***

Which of them is least stable? Easy: B.

***

## A
Computed, not measured: an isolated molecule of C8H14, with wB97M-V/def2-TZVPD.

Atoms and positions in Å:
C 1.1596 0.7909 -1.1953
C 0.9536 -0.5036 -0.8904
C 2.0567 -1.4640 -1.2344
C -0.2785 -0.9318 -0.1997
C -1.1512 -1.7417 -0.8505
C -0.7442 -0.4505 1.1760
C -0.4242 1.0122 1.5548
C -1.3253 2.0454 0.9103
H 2.1243 1.1362 -1.5605
H 0.4251 1.5713 -1.3087
H 1.7833 -2.2243 -1.9634
H 2.3559 -1.9822 -0.3103
H 2.9115 -0.9052 -1.6103
H -0.9817 -1.9210 -1.9028
H -2.0198 -2.0469 -0.2916
H -0.2681 -1.1131 1.9080
H -1.8282 -0.5330 1.2494
H 0.6473 1.1864 1.4621
H -0.5317 1.0375 2.6488
H -1.0802 3.0246 1.3246
H -2.3601 1.9222 1.2509
H -1.4241 2.0905 -0.1671

* highest occupied orbital energy: -8.752 eV
* charge: 0
* SMILES: C=C(C)C(=C)CCC
* lowest unoccupied orbital energy: 1.08 eV

***

## B
Computed, not measured: an isolated molecule of C8H14, with wB97M-V/def2-TZVPD.

Atoms and positions in Å:
C -0.7837 -2.2075 -0.0156
C -0.9913 -0.8898 -0.1695
C -1.4601 -0.3005 -1.4707
C -0.4911 0.7935 -2.1336
C -1.0756 0.1740 0.9390
C 0.3374 0.7918 0.9824
C 1.4969 0.1739 1.2348
C 2.6725 1.0310 1.1339
H -0.2593 -2.5755 0.8077
H -0.9162 -2.8892 -0.8884
H -1.6417 -0.9328 -2.3753
H -2.3688 0.3917 -1.4208
H 0.2788 0.2877 -2.6243
H -0.9979 1.5138 -2.7909
H -0.1016 1.3651 -1.4162
H -1.4888 -0.3406 1.9194
H -1.9273 0.8158 0.4850
H 0.4646 1.8414 0.6895
H 1.4467 -0.7957 1.5406
H 3.6670 0.5361 1.4708
H 3.0144 1.2962 0.1194
H 2.6002 2.0886 1.4795

* highest occupied orbital energy: -8.661 eV
* charge: 0
* SMILES: C=C(CC)C/C=C/C
* lowest unoccupied orbital energy: 0.98 eV

***

Which of them is least stable? Easy: B.

***

## A
Computed, not measured: a structure of composition C6H14O, with wB97M-V/def2-TZVPD.

Atoms and positions in Å:
C -1.7803 -0.6361 -1.1470
C -1.6906 -0.6939 0.3508
C -2.4523 0.4173 1.0154
C 0.3588 0.3087 0.5290
C 1.5596 -0.2958 -0.1683
C 2.6926 0.7163 -0.3234
O 1.9648 -1.3989 0.6262
H -2.7470 -1.1055 -1.3823
H -1.0179 -1.2466 -1.6427
H -1.7949 0.3717 -1.6011
H -0.3882 -0.6235 0.7318
H -3.4962 0.0701 1.0310
H -2.4490 1.3944 0.4991
H -2.1589 0.5599 2.0607
H 0.6041 0.6266 1.5488
H -0.0702 1.1423 -0.0300
H 1.2514 -0.6421 -1.1697
H 3.0131 1.0728 0.6614
H 2.3816 1.5767 -0.9257
H 3.5561 0.2543 -0.8177
H 2.6632 -1.8685 0.1538

* highest occupied orbital energy: -7.584 eV
* charge: 0
* lowest unoccupied orbital energy: 0.91 eV

***

## B
Computed, not measured: a cluster of 2 separate species, C6H14O in total, with wB97M-V/def2-TZVPD.

Atoms and positions in Å:
C 1.0737 -2.1576 -1.4105
C 0.1355 -1.0115 -1.0931
C 0.6296 0.2573 -0.3665
C -0.7953 0.3730 0.2456
C -1.0871 0.9277 1.6329
C -0.9134 -1.1476 0.0252
H 1.8281 -1.8630 -2.1493
H 0.5111 -3.0006 -1.8285
H 1.5935 -2.5108 -0.5123
H -0.3746 -0.6900 -2.0107
H 1.0239 1.0572 -1.0049
H 1.3739 0.0042 0.4028
H -1.4351 0.8831 -0.4850
H -0.2885 0.6969 2.3496
H -2.0078 0.4740 2.0202
H -1.2410 2.0109 1.6102
H -0.4800 -1.6829 0.8822
H -1.8952 -1.5726 -0.2051
O 0.6762 3.3353 0.4763
H 1.0634 2.5738 0.0284
H 0.6093 3.0433 1.3924

* highest occupied orbital energy: -10.737 eV
* charge: 0
* SMILES: C[C@H]1C[C@@H](C)C1.O
* lowest unoccupied orbital energy: 0.97 eV

***

## C
Computed, not measured: a cluster of 2 separate species, C6H14O in total, with wB97M-V/def2-TZVPD.

Atoms and positions in Å:
C -0.7395 -0.8027 -0.9519
C -1.8234 -0.3744 0.0128
C -1.6644 1.1092 0.3520
C -0.2343 1.3850 0.7888
C 0.7873 1.0073 -0.2223
O 1.6418 -0.9246 0.1313
C 2.5300 -1.3031 -0.8888
H -0.7600 -1.8926 -1.1017
H 0.6478 -0.9400 -0.3003
H -0.8400 -0.3270 -1.9345
H -2.8372 -0.5427 -0.3870
H -1.7573 -0.9678 0.9380
H -1.8857 1.7124 -0.5405
H -2.3647 1.4208 1.1340
H -0.0018 0.8720 1.7322
H -0.0794 2.4630 0.9736
H 0.5900 1.2319 -1.2625
H 1.8101 1.2201 0.0764
H 2.0733 -1.1721 -1.8869
H 2.8157 -2.3548 -0.7664
H 3.4453 -0.6989 -0.8317

* highest occupied orbital energy (spin up / spin down): -7.549 / -7.548 eV
* charge: 0
* lowest unoccupied orbital energy (spin up / spin down): 0.16 / 0.16 eV

***

Which of them is least stable? Easy: C.